# 1
The following is a DFT calculation (ωB97M-V with the def2-TZVPD basis set) of 2 unconnected molecules or ions with the total composition H2NOS at a distorted geometry.

Last column: natural (NBO) charge in e.
Atoms and positions in Å:
N: -0.717 0.514 -0.539  -0.025
O: -1.508 0.830 0.314  -0.460
S: 1.161 0.099 0.281  -0.431
H: -1.219 -1.078 -0.974  -0.188
H: 0.623 -0.927 0.948  0.104

Forces on the atoms, in the same order (eV/Å):
-2.08 -1.16 -0.16
0.71 0.32 -0.33
0.41 -0.29 0.28
0.80 1.17 0.13
0.16 -0.05 0.09

The calculation puts the highest occupied orbital energy (alpha / beta) at -2.6 / -2.6 eV. The value obtained for the strongest force on any atom is 2.38 eV/Å. As for the charge: -1. The relative energy (zero: lowest compared OMol25 entry of this formula, charge and spin) is 248.8 kJ/mol.



# 2
The following is a DFT calculation (ωB97M-V with the def2-TZVPD basis set) of 2 unconnected molecules or ions with the total composition H2NPS at a distorted geometry.

Last column: natural (NBO) charge in e.
Atoms and positions in Å:
N: -1.344 -0.112 -0.130  -0.611
P: 1.151 -0.943 0.632  0.310
S: 2.187 0.594 0.136  -0.322
H: -0.770 -0.233 -0.975  0.320
H: -1.224 0.694 0.337  0.303

Forces on the atoms, in the same order (eV/Å):
-0.57 -4.87 -1.95
0.38 0.61 -0.12
-0.46 -0.67 0.22
-0.28 0.87 0.32
0.94 4.06 1.53

The calculation puts the highest occupied orbital energy (alpha / beta) at -7.7 / -10.7 eV. The value obtained for the strongest force on any atom is 5.28 eV/Å. As for the spin multiplicity: 3.



# 3
The following is a DFT calculation (ωB97M-V with the def2-TZVPD basis set) of H2NPS2 in the gas phase at a distorted geometry.

Last column: natural (NBO) charge in e.
Atoms and positions in Å:
N: 0.126 0.173 -0.889  -0.996
S: -0.468 -0.516 0.564  0.426
P: 0.954 -2.134 0.649  0.227
S: -0.977 1.018 1.788  -0.432
H: 0.953 0.743 -0.751  0.384
H: -0.588 0.715 -1.361  0.391

Forces on the atoms, in the same order (eV/Å):
-0.03 -0.54 0.00
0.34 0.81 -0.58
-0.68 0.98 0.43
0.60 -1.23 -0.29
-0.09 0.02 0.26
-0.14 -0.03 0.19

The calculation puts the highest occupied orbital energy (alpha / beta) at -8.4 / -8.3 eV. The value obtained for the strongest force on any atom is 1.40 eV/Å. Its SMILES is NS(#P)=S. The relative energy (zero: lowest compared OMol25 entry of this formula, charge and spin) is 388.2 kJ/mol.



# 4
The following is a DFT calculation (ωB97M-V with the def2-TZVPD basis set) of 2 unconnected molecules or ions with the total composition H2NPS2 at a distorted geometry.

Last column: natural (NBO) charge in e.
Atoms and positions in Å:
N: 1.673 0.268 0.614  -0.714
P: -1.642 -0.977 0.211  0.532
S: -3.153 -1.034 -1.045  -0.402
S: -0.316 0.010 -0.953  -0.090
H: 1.218 0.936 1.233  0.336
H: 2.220 0.796 -0.060  0.338

Forces on the atoms, in the same order (eV/Å):
-2.32 -1.10 -1.57
-0.94 -0.14 -0.47
0.90 0.01 0.71
2.53 0.62 1.60
-0.09 0.32 -0.13
-0.08 0.30 -0.15

The calculation puts the highest occupied orbital energy at -9.1 eV. The value obtained for the strongest force on any atom is 3.06 eV/Å. The relative energy (zero: lowest compared OMol25 entry of this formula, charge and spin) is 283.2 kJ/mol.



# 5
The following is a DFT calculation (ωB97M-V with the def2-TZVPD basis set) of H2O in the gas phase at a distorted geometry.

Last column: natural (NBO) charge in e.
Atoms and positions in Å:
O: -0.208 -0.357 0.163  -0.922
H: 0.095 -0.104 -0.740  0.461
H: 0.113 0.461 0.577  0.461

Forces on the atoms, in the same order (eV/Å):
0.88 1.34 -1.14
-0.55 -0.93 0.46
-0.33 -0.40 0.68

The calculation puts the highest occupied orbital energy at -11.7 eV. The value obtained for the strongest force on any atom is 1.97 eV/Å. Its SMILES is O. The relative energy (zero: lowest compared OMol25 entry of this formula, charge and spin) is 8.4 kJ/mol.



# 6
The following is a DFT calculation (ωB97M-V with the def2-TZVPD basis set) of a gas-phase ion, H2O2P (charge -1) at a distorted geometry.

Last column: natural (NBO) charge in e.
Atoms and positions in Å:
O: 0.841 -1.291 0.017  -1.183
P: 0.077 -0.016 0.028  1.848
O: 0.949 1.257 0.031  -1.185
H: -0.913 -0.074 0.931  -0.229
H: -0.954 0.125 -1.007  -0.251

Forces on the atoms, in the same order (eV/Å):
-0.38 -1.01 -0.15
2.43 2.32 -1.95
-1.89 -1.22 0.27
-0.96 0.14 2.11
0.80 -0.23 -0.28

The calculation puts the highest occupied orbital energy at -4.4 eV. The value obtained for the strongest force on any atom is 3.89 eV/Å. Its SMILES is O=[PH2][O-]. As for the charge: -1. The relative energy (zero: lowest compared OMol25 entry of this formula, charge and spin) is 13.6 kJ/mol.



# 7
The following is a DFT calculation (ωB97M-V with the def2-TZVPD basis set) of a molecular structure, H2ORb at a distorted geometry.

Last column: Mulliken charge in e.
Atoms and positions in Å:
Rb: 1.186 -6.082 -15.892  0.948
O: -0.473 -4.920 -15.148  -0.661
H: -1.287 -4.443 -15.312  0.326
H: -0.623 -5.368 -14.315  0.387

Forces on the atoms, in the same order (eV/Å):
4.31 -2.80 -2.02
-3.43 2.26 1.30
-0.43 0.44 0.07
-0.44 0.09 0.66

The calculation puts the highest occupied orbital energy at -17.6 eV. The value obtained for the strongest force on any atom is 5.52 eV/Å. As for the charge: +1. The relative energy (zero: lowest compared OMol25 entry of this formula, charge and spin) is 118.3 kJ/mol.



# 8
The following is a DFT calculation (ωB97M-V with the def2-TZVPD basis set) of a molecular structure, H2OSn at a distorted geometry.

Last column: natural (NBO) charge in e.
Atoms and positions in Å:
Sn: 1.865 1.123 -1.225  1.942
O: -0.445 -0.224 0.094  -1.003
H: -0.478 -1.142 0.365  0.533
H: -0.942 0.242 0.766  0.528

Forces on the atoms, in the same order (eV/Å):
-1.05 -0.64 0.58
1.35 0.95 -1.01
0.10 -0.76 0.03
-0.40 0.45 0.41

The calculation puts the highest occupied orbital energy at -21.7 eV. The value obtained for the strongest force on any atom is 1.94 eV/Å. As for the charge: +2. The relative energy (zero: lowest compared OMol25 entry of this formula, charge and spin) is 89.4 kJ/mol.



Which formula does entry 8 have? H2OSn



Look up the strongest force on any atom of the third one. 1.40 eV/Å



Repeat the fourth record exactly.
The following is a DFT calculation (ωB97M-V with the def2-TZVPD basis set) of 2 unconnected molecules or ions with the total composition H2NPS2 at a distorted geometry.

Last column: natural (NBO) charge in e.
Atoms and positions in Å:
N: 1.673 0.268 0.614  -0.714
P: -1.642 -0.977 0.211  0.532
S: -3.153 -1.034 -1.045  -0.402
S: -0.316 0.010 -0.953  -0.090
H: 1.218 0.936 1.233  0.336
H: 2.220 0.796 -0.060  0.338

Forces on the atoms, in the same order (eV/Å):
-2.32 -1.10 -1.57
-0.94 -0.14 -0.47
0.90 0.01 0.71
2.53 0.62 1.60
-0.09 0.32 -0.13
-0.08 0.30 -0.15

The calculation puts the highest occupied orbital energy at -9.1 eV. The value obtained for the strongest force on any atom is 3.06 eV/Å. The relative energy (zero: lowest compared OMol25 entry of this formula, charge and spin) is 283.2 kJ/mol.